--- 1 ---
DFT (ωB97M-V with the def2-TZVPD basis set) results for a 3-piece molecular cluster, C4H11NS overall.

Cartesian coordinates (Å):
1 C -2.088 0.227 0.406
2 C -0.968 -0.704 0.789
3 C -0.717 0.765 0.530
4 S -0.749 -0.609 -2.233
5 C 2.266 0.179 -0.234
6 N 1.768 -0.177 0.986
7 H -2.806 0.464 1.180
8 H -2.522 0.194 -0.576
9 H -0.709 -1.439 0.040
10 H -0.872 -1.012 1.817
11 H -0.200 1.109 -0.348
12 H -0.384 1.273 1.429
13 H -0.793 0.093 -3.373
14 H 2.535 1.228 -0.348
15 H 2.936 -0.477 -0.795
16 H 2.166 -1.063 1.330
17 H 1.135 -0.052 -0.602

The lowest unoccupied orbital energy is -2.98 eV. The total charge is 0. The gap between HOMO and LUMO comes out at 5.1 eV. As for the HOMO energy: -8.0 eV. The multiplicity is 1.

***

--- 2 ---
DFT (ωB97M-V with the def2-TZVPD basis set) results for one molecule with the formula C4H11NS.

Cartesian coordinates (Å):
1 C -1.857 -0.817 1.518
2 N -0.954 -0.590 0.362
3 C 0.002 0.664 0.716
4 C 0.525 1.299 -0.594
5 C 1.053 0.250 -1.682
6 S 2.122 -0.968 -0.870
7 H -2.143 -1.910 1.547
8 H -2.880 -0.343 1.320
9 H -1.608 -0.524 2.517
10 H -0.364 -1.487 0.443
11 H 0.790 0.377 1.401
12 H -0.618 1.390 1.208
13 H 1.303 2.023 -0.349
14 H -0.379 1.728 -1.032
15 H 1.674 0.784 -2.493
16 H 0.302 -0.349 -2.228
17 H 3.032 -1.527 -1.785

The lowest unoccupied orbital energy is 0.81 eV. The total charge is 0. The gap between HOMO and LUMO comes out at 9.7 eV. As for the HOMO energy: -8.9 eV. The multiplicity is 1. The structure (SMILES) is CNCCCS.

***

Going by the energies, 2 is most stable and the next is 5.453 eV up.

***

--- 1 ---
DFT (ωB97M-V with the def2-TZVPD basis set) results for one molecule with the formula C5H10N2O.

Cartesian coordinates (Å):
1 C -2.812 -0.089 1.174
2 N -1.702 -0.174 0.601
3 C -0.418 -0.064 1.061
4 O 0.093 -0.843 1.839
5 C 0.314 1.149 0.473
6 C 0.513 0.863 -1.009
7 C 0.911 -0.656 -1.244
8 N 2.165 -0.959 -0.582
9 H -2.942 0.243 2.207
10 H -3.701 -0.327 0.601
11 H 1.278 1.235 0.976
12 H -0.286 2.048 0.616
13 H -0.409 1.050 -1.562
14 H 1.327 1.472 -1.390
15 H 1.062 -0.751 -2.323
16 H 0.090 -1.355 -1.013
17 H 2.483 -1.882 -0.853
18 H 2.033 -0.959 0.428

The lowest unoccupied orbital energy is 0.68 eV. The total charge is 0. The gap between HOMO and LUMO comes out at 9.8 eV. As for the HOMO energy: -9.1 eV. The multiplicity is 1. The structure (SMILES) is C=NC(=O)CCCN.

***

--- 2 ---
DFT (ωB97M-V with the def2-TZVPD basis set) results for a 2-piece molecular cluster, C5H10N2O overall.

Cartesian coordinates (Å):
1 C 0.000 0.000 0.000
2 C 0.502 0.815 1.128
3 C -0.486 0.891 2.275
4 C -1.647 1.598 2.472
5 N -1.998 1.284 3.794
6 C -1.194 0.366 4.218
7 N -0.194 0.037 3.357
8 H 0.651 -0.042 -0.890
9 H -0.950 0.484 -0.282
10 H -0.215 -1.031 0.328
11 H 1.442 0.369 1.506
12 H 0.743 1.817 0.725
13 H -2.080 2.377 1.845
14 H -2.780 1.571 4.388
15 H -1.429 -0.117 5.166
16 O 4.185 5.241 3.866
17 H 4.035 5.305 2.895
18 H 5.103 5.571 3.997

The lowest unoccupied orbital energy is 0.85 eV. The total charge is 0. The gap between HOMO and LUMO comes out at 9.5 eV. As for the HOMO energy: -8.7 eV. The multiplicity is 1. The structure (SMILES) is CCc1c[nH]cn1.O.

***

Going by the energies, 2 is most stable and the next is 0.388 eV up.

***

--- 1 ---
DFT (ωB97M-V with the def2-TZVPD basis set) results for a 2-piece molecular cluster, C5H10N2O overall.

Cartesian coordinates (Å):
1 C 1.335 0.836 -1.486
2 C 0.041 0.039 -1.317
3 C -0.814 0.356 -0.100
4 C -1.796 1.293 0.050
5 N -2.479 1.027 1.230
6 C -1.956 -0.011 1.765
7 N -0.935 -0.518 0.953
8 H 1.861 0.787 -0.526
9 H 1.276 1.897 -1.747
10 H 1.997 0.393 -2.226
11 H -0.598 0.044 -2.195
12 H 0.312 -1.012 -1.202
13 H -2.307 2.014 -0.566
14 H -2.091 -0.448 2.741
15 H -0.245 -1.200 1.229
16 O 1.783 -1.679 1.056
17 H 2.603 -1.191 1.136
18 H 2.014 -2.626 1.206

The lowest unoccupied orbital energy is 0.30 eV. The total charge is 0. The gap between HOMO and LUMO comes out at 8.5 eV. As for the HOMO energy: -8.2 eV. The multiplicity is 1. The structure (SMILES) is CCc1cnc[nH]1.O.

***

--- 2 ---
DFT (ωB97M-V with the def2-TZVPD basis set) results for C5H10N2O as an isolated structure.

Cartesian coordinates (Å):
1 C 1.084 0.559 0.822
2 C -1.625 0.314 -0.251
3 C 0.497 -1.013 -0.492
4 C -0.173 0.213 -0.752
5 N -2.003 -0.424 0.941
6 C 0.261 1.029 -1.788
7 O 1.089 -0.123 2.024
8 N 1.133 -2.042 -0.448
9 H 1.687 -0.878 1.986
10 H 2.109 -2.095 -0.140
11 H -1.424 -0.187 1.737
12 H -1.934 -1.424 0.793
13 H 0.583 1.508 0.971
14 H 2.050 0.687 0.329
15 H -2.267 -0.014 -1.073
16 H -1.828 1.374 -0.094
17 H 1.234 0.902 -2.239
18 H -0.473 1.614 -2.325

The lowest unoccupied orbital energy (alpha / beta) is 0.28 / 0.28 eV. The total charge is 0. The gap between HOMO and LUMO (alpha / beta) comes out at 6.9 / 6.9 eV. As for the HOMO energy (alpha / beta): -6.6 / -6.6 eV. The multiplicity is 1.

***

--- 3 ---
DFT (ωB97M-V with the def2-TZVPD basis set) results for one molecule with the formula C5H10N2O.

Cartesian coordinates (Å):
1 C 3.083 -0.882 0.006
2 C 1.594 -0.575 0.004
3 O 1.450 0.854 -0.007
4 C 0.290 1.498 0.005
5 N -0.952 1.095 -0.018
6 N -1.205 -0.335 -0.004
7 C -2.405 -0.628 -0.720
8 C -2.421 -0.610 0.727
9 H 3.662 -0.399 0.832
10 H 3.343 -1.971 0.004
11 H 3.546 -0.468 -0.900
12 H 1.151 -0.966 0.939
13 H 1.080 -0.968 -0.874
14 H 0.512 2.560 0.025
15 H -2.944 0.183 -1.205
16 H -2.420 -1.562 -1.262
17 H -2.927 0.180 1.276
18 H -2.365 -1.563 1.241

The lowest unoccupied orbital energy is 1.03 eV. The total charge is 0. The gap between HOMO and LUMO comes out at 9.8 eV. As for the HOMO energy: -8.7 eV. The multiplicity is 1. The structure (SMILES) is CCO/C=N\N1CC1.

***

Going by the energies, 1 is most stable and the next is 2.769 eV up.

***

--- 1 ---
DFT (ωB97M-V with the def2-TZVPD basis set) results for an isolated ion of composition C3H6N3 and charge +1.

Cartesian coordinates (Å):
1 C 0.850 -1.104 0.266
2 C 0.379 1.137 0.922
3 C -0.911 0.084 -0.677
4 N 1.176 0.181 0.981
5 N -0.363 -0.980 -0.469
6 N -1.865 0.559 -1.355
7 H 0.894 -2.004 1.066
8 H 1.625 -1.262 -0.565
9 H 0.616 2.061 1.510
10 H 1.823 -0.063 1.797
11 H -2.140 1.536 -1.281
12 H -2.084 -0.145 -2.194

The lowest unoccupied orbital energy is -4.43 eV. The total charge is +1. The gap between HOMO and LUMO comes out at 10.0 eV. As for the HOMO energy: -14.5 eV. The multiplicity is 1.

***

--- 2 ---
DFT (ωB97M-V with the def2-TZVPD basis set) results for an isolated ion of composition C3H6N3 and charge +1.

Cartesian coordinates (Å):
1 C -1.546 -0.138 -0.097
2 N -0.818 -1.104 0.228
3 C 0.538 -0.878 0.514
4 C 1.065 0.265 -0.391
5 N 0.288 1.263 0.206
6 N -0.959 1.141 0.144
7 H -2.580 -0.205 -0.388
8 H 1.106 -1.797 0.371
9 H 0.636 -0.478 1.564
10 H 2.118 0.499 -0.240
11 H 0.835 0.081 -1.444
12 H -1.499 1.804 0.716

The lowest unoccupied orbital energy is -6.71 eV. The total charge is +1. The gap between HOMO and LUMO comes out at 9.0 eV. As for the HOMO energy: -15.7 eV. The multiplicity is 1. The structure (SMILES) is C1=NCCN=[NH+]1.

***

--- 3 ---
DFT (ωB97M-V with the def2-TZVPD basis set) results for a 2-piece molecular cluster, C3H6N3 overall.

Cartesian coordinates (Å):
1 C -0.562 -0.015 -1.141
2 C -1.596 -0.090 -2.228
3 C 2.084 -1.021 2.491
4 N 1.525 1.203 3.109
5 N 0.049 -0.098 -0.162
6 N 1.590 0.096 2.769
7 H -1.085 -0.033 -3.165
8 H -2.382 0.629 -2.063
9 H -1.967 -1.127 -2.070
10 H 2.240 -1.363 1.541
11 H 2.524 -1.641 3.247
12 H 0.601 1.453 3.469

The lowest unoccupied orbital energy is -5.97 eV. The total charge is +1. The gap between HOMO and LUMO comes out at 9.1 eV. As for the HOMO energy: -15.1 eV. The multiplicity is 1.

***

--- 4 ---
DFT (ωB97M-V with the def2-TZVPD basis set) results for a 2-piece molecular cluster, C3H6N3 overall.

Cartesian coordinates (Å):
1 C -1.396 1.300 1.089
2 C -1.847 0.062 0.493
3 C 2.307 -0.091 -0.764
4 N -0.077 1.368 0.858
5 N -0.665 -0.500 0.007
6 N 0.288 0.291 0.327
7 H -2.591 -0.674 1.117
8 H -2.531 0.217 -0.335
9 H 1.649 -0.637 -1.367
10 H 2.521 0.996 -1.014
11 H 2.817 -0.876 -0.182
12 H -0.475 -1.457 -0.228

The lowest unoccupied orbital energy (alpha / beta) is -7.21 / -7.21 eV. The total charge is +1. The gap between HOMO and LUMO (alpha / beta) comes out at 5.6 / 5.6 eV. As for the HOMO energy (alpha / beta): -12.8 / -12.8 eV. The multiplicity is 1.

***

Going by the energies, 2 is most stable and the next is 0.505 eV up.

***

--- 1 ---
DFT (ωB97M-V with the def2-TZVPD basis set) results for a 2-piece molecular cluster, C3H2NO3 overall.

Cartesian coordinates (Å):
1 C 0.809 -0.450 1.202
2 C -2.047 0.622 0.315
3 C 1.257 -0.235 -1.105
4 N 1.093 -0.734 0.013
5 O 0.716 -0.397 2.328
6 O -2.868 1.152 -0.247
7 O -1.162 0.117 0.867
8 H 0.970 0.750 -1.331
9 H 1.231 -0.824 -2.042

The lowest unoccupied orbital energy is -7.23 eV. The total charge is +1. The gap between HOMO and LUMO comes out at 10.2 eV. As for the HOMO energy: -17.5 eV. The multiplicity is 1.

***

--- 2 ---
DFT (ωB97M-V with the def2-TZVPD basis set) results for an isolated ion of composition C3H2NO3 and charge +1.

Cartesian coordinates (Å):
1 C 0.042 0.658 0.870
2 C 0.513 0.773 -0.421
3 C -0.459 -0.283 1.709
4 N -0.337 -1.413 -1.391
5 O -0.949 -1.071 2.381
6 O -0.197 -1.931 -2.378
7 O 0.467 -0.003 -1.438
8 H 0.299 1.520 1.365
9 H 0.622 1.750 -0.697

The lowest unoccupied orbital energy is -6.52 eV. The total charge is +1. The gap between HOMO and LUMO comes out at 9.5 eV. As for the HOMO energy: -16.0 eV. The multiplicity is 1.

***

Going by the energies, 1 is most stable and the next is 2.759 eV up.

***

--- 1 ---
DFT (ωB97M-V with the def2-TZVPD basis set) results for a 2-piece molecular cluster, C6H15NO overall.

Cartesian coordinates (Å):
1 C 0.324 -0.422 -1.609
2 C 0.113 -0.723 -0.332
3 C 1.278 -0.764 0.639
4 C 2.514 -1.515 0.104
5 C -1.277 -0.836 0.216
6 C -1.589 0.241 1.313
7 N -2.761 1.069 1.025
8 H -0.379 -0.607 -2.421
9 H 1.297 -0.334 -2.075
10 H 1.046 -1.307 1.539
11 H 1.581 0.258 0.825
12 H 2.869 -1.261 -0.895
13 H 3.357 -1.440 0.780
14 H 2.241 -2.566 0.027
15 H -1.471 -1.841 0.597
16 H -2.001 -0.720 -0.592
17 H -0.710 0.878 1.438
18 H -1.776 -0.300 2.239
19 H -3.600 0.581 1.309
20 H -2.817 1.282 0.037
21 O 0.678 3.849 -1.413
22 H 0.412 3.216 -2.104
23 H 0.670 3.262 -0.645

The lowest unoccupied orbital energy is 0.72 eV. The total charge is 0. The gap between HOMO and LUMO comes out at 9.8 eV. As for the HOMO energy: -9.1 eV. The multiplicity is 1. The structure (SMILES) is C=C(CC)CCN.O.

***

--- 2 ---
DFT (ωB97M-V with the def2-TZVPD basis set) results for a 2-piece molecular cluster, C6H15NO overall.

Cartesian coordinates (Å):
1 C -2.078 1.755 0.102
2 C -1.214 1.047 -0.955
3 C 0.045 1.830 -1.368
4 N -0.117 3.189 -1.460
5 O 1.068 1.267 -1.673
6 H -2.704 1.098 0.708
7 H -2.886 2.340 -0.352
8 H -1.414 2.315 0.755
9 H -0.858 0.038 -0.775
10 H -1.933 0.954 -1.782
11 H 0.707 3.780 -1.517
12 H -0.968 3.529 -1.027
13 C 0.222 -2.386 0.068
14 C 0.876 -1.502 1.080
15 C 2.218 -2.159 1.534
16 H -0.600 -1.930 -0.492
17 H -0.172 -3.361 0.384
18 H 0.895 -2.721 -0.727
19 H 1.078 -0.539 0.607
20 H 0.326 -1.362 2.016
21 H 2.023 -3.234 1.448
22 H 3.047 -1.983 0.849
23 H 2.438 -1.965 2.578

The lowest unoccupied orbital energy is 0.84 eV. The total charge is 0. The gap between HOMO and LUMO comes out at 10.6 eV. As for the HOMO energy: -9.8 eV. The multiplicity is 1. The structure (SMILES) is CCC(N)=O.CCC.

***

Going by the energies, 2 is most stable and the next is 1.131 eV up.